C30H26NO3P2ReS as an isolated structure. Source: OMol25; level of theory: wB97M-V/def2-TZVPD.

The geometry in ORCA input format:
```
! RIJCOSX wB97M-V def2-TZVPD def2/J DEFGRID3
* xyz 2 1
Re 1.43773 1.75648 -0.37868
O 0.85014 3.57754 -0.19185
N -0.00121 3.89390 0.83061
C -0.76194 5.00100 0.68400
C -1.55865 5.39214 1.71858
C -1.55325 4.64210 2.90445
C -0.75732 3.52843 3.01868
C 0.04821 3.14460 1.94270
S 1.16977 1.83873 1.92828
H -0.67835 5.49817 -0.27060
H -2.17950 6.26878 1.61141
H -2.17904 4.94493 3.73293
H -0.73081 2.93602 3.92208
O -0.57316 1.25268 -0.36854
P -1.12120 -0.14318 -0.03668
C 0.26522 -1.27393 0.39133
P 1.61614 -0.99051 -0.78090
O 1.24343 0.16648 -1.73414
C 2.02234 -2.44564 -1.68389
C 2.37328 -3.61417 -1.00164
C 2.70248 -4.74548 -1.72485
C 2.67329 -4.70867 -3.11527
C 2.32019 -3.54777 -3.78942
C 1.99525 -2.40312 -3.07809
C 2.93686 -0.13087 0.09958
C 3.56892 0.85401 -0.71928
C 4.40895 1.79839 -0.09084
C 4.71802 1.67325 1.24841
C 4.23546 0.59568 1.99755
C 3.34107 -0.28625 1.44218
C -2.21672 -0.09295 1.36094
C -3.27746 0.81481 1.27105
C -4.18103 0.91700 2.31433
C -4.03446 0.11200 3.43901
C -2.98713 -0.79344 3.52525
C -2.07289 -0.89872 2.48703
C -1.96743 -0.83838 -1.43181
C -1.76419 -0.32017 -2.70939
C -2.41028 -0.90493 -3.78746
C -3.24385 -1.99746 -3.59059
C -3.45001 -2.51074 -2.31491
C -2.81752 -1.92905 -1.22991
H -0.08532 -2.30664 0.34139
H 0.59519 -1.04045 1.40580
H 2.39539 -3.64183 0.08291
H 2.98152 -5.65442 -1.21015
H 2.92992 -5.59680 -3.67705
H 2.30094 -3.53211 -4.87041
H 1.71927 -1.49140 -3.59155
H 3.56804 0.76598 -1.79928
H 4.87318 2.57250 -0.68762
H 5.38004 2.39251 1.71213
H 4.54250 0.47578 3.02741
H 2.92786 -1.08604 2.04550
H -3.39624 1.42906 0.38554
H -5.00591 1.61327 2.24644
H -4.74758 0.18600 4.24918
H -2.88316 -1.42207 4.39913
H -1.26366 -1.61357 2.56627
H -1.11409 0.53175 -2.85284
H -2.26998 -0.50397 -4.78215
H -3.74616 -2.44885 -4.43578
H -4.11216 -3.35253 -2.16643
H -2.99888 -2.30786 -0.23006
*
```

Results
Total energy: -2597.97456 a.u.
Kohn-Sham gap: 6.960 eV
ΔE to the lowest compared entry with this formula, charge and spin: 6.1 kJ/mol

Results of the natural (NBO) charge analysis, in e, for atoms 1 through 6:
1. Re 1.20
2. O -0.46
3. N -0.02
4. C 0.05
5. C -0.23
6. C -0.11